C24H21BrGaN2O2 | ωB97M-V/def2-TZVPD

Results
LUMO energy (eV): 2.218
Molar mass (g/mol): 519.071
Net charge: -1
ΔE to the lowest compared entry with this formula, charge and spin (kJ/mol): 0.0
HOMO (eV): -2.87
E (Ha): -5686.00641

Each line ends with the natural charge from an NBO analysis.
CARTESIAN COORDINATES (ANGSTROEM)
C (2.743, -4.284, 0.084)  -0.153
C (1.876, -1.183, -1.865)  -0.888
C (2.190, -3.454, -0.864)  -0.270
H (4.963, -2.119, 1.459)  0.214
C (-0.588, -2.526, 0.797)  0.140
C (3.612, -1.661, -0.134)  -0.249
C (-0.434, 1.579, -1.274)  -1.129
C (4.243, -4.617, 2.003)  0.292
C (-0.479, -3.087, 3.109)  -0.138
C (-0.181, 3.305, 0.631)  -0.603
C (-0.913, -3.383, 1.829)  -0.220
C (-4.165, 4.069, -1.973)  -0.211
H (0.449, 2.102, -1.670)  0.180
H (-0.738, -3.720, 3.946)  0.221
H (-1.316, 1.089, 1.413)  0.199
C (2.567, -2.100, -0.968)  0.057
H (0.446, 3.950, 0.016)  0.196
C (-1.135, 2.458, -0.230)  -0.124
H (-4.189, 5.794, -3.255)  0.196
C (0.282, -1.943, 3.308)  -0.277
C (4.181, -2.488, 0.806)  -0.165
O (-1.053, -1.691, -1.353)  -0.782
C (-1.438, 4.429, -1.813)  -0.163
C (-1.982, 1.616, 0.725)  -0.606
O (-1.609, -3.815, -0.896)  -0.647
H (-3.885, 2.401, -0.685)  0.207
H (3.935, -0.630, -0.210)  0.214
C (-2.205, 5.283, -2.587)  -0.234
C (-3.582, 5.119, -2.663)  -0.255
H (2.525, -0.388, -2.228)  0.223
H (-2.555, 0.866, 0.174)  0.215
C (3.731, -3.808, 0.953)  -0.209
H (2.410, -5.311, 0.172)  0.216
Ga (0.171, -0.227, -0.901)  1.494
H (-1.504, -4.259, 1.600)  0.251
H (-0.364, 4.562, -1.808)  0.196
H (0.655, -1.675, 4.285)  0.236
C (-2.012, 3.386, -1.080)  0.034
H (1.417, -3.831, -1.524)  0.226
H (0.483, 2.645, 1.188)  0.206
H (-1.725, 6.084, -3.139)  0.195
C (0.562, -1.154, 2.211)  0.184
H (-0.735, 3.932, 1.341)  0.184
N (0.155, -1.424, 0.977)  -0.524
N (4.640, -5.252, 2.880)  -0.376
Br (1.562, 0.434, 2.445)  0.102
H (-5.234, 3.903, -2.040)  0.196
H (1.406, -1.700, -2.700)  0.228
C (-3.392, 3.219, -1.193)  -0.226
H (-2.663, 2.240, 1.311)  0.196
C (-1.127, -2.732, -0.607)  0.749

---

C24H21ClN4O3S | ωB97M-V/def2-TZVPD

Results
LUMO energy (eV): 0.106
Molar mass (g/mol): 480.977
ΔE to the lowest compared entry with this formula, charge and spin (kJ/mol): 226.5
HOMO (eV): -8.03
E (Ha): -2230.28468
SMILES string: COc1ccc2c(c1)c(CC(=O)Nc1nnc(C3CC3)s1)c(C)n2C(=O)c1ccc(Cl)cc1

Each line ends with the natural charge from an NBO analysis.
CARTESIAN COORDINATES (ANGSTROEM)
N (1.405, -0.885, -1.377)  -0.422
H (4.822, -1.956, -2.928)  0.228
C (0.455, -2.331, 0.457)  -0.192
C (0.528, -1.205, -0.339)  0.104
C (0.290, 3.140, -0.574)  0.724
Cl (3.737, -1.843, -7.641)  0.020
H (-1.641, 2.228, -0.875)  0.271
C (-1.460, -0.277, 0.678)  -0.286
H (-3.375, 2.245, 6.596)  0.225
C (-2.496, 0.628, 5.352)  -0.396
C (-1.520, -1.396, 1.501)  0.302
H (1.502, 1.007, -3.853)  0.228
H (-3.618, -2.325, 3.809)  0.197
O (-2.557, -1.406, 2.391)  -0.501
C (2.731, -1.685, -3.267)  -0.172
H (1.180, -3.124, 0.368)  0.244
H (-4.200, 1.615, 4.299)  0.252
H (1.249, -1.595, -6.311)  0.231
H (-0.611, -3.278, 2.027)  0.219
N (0.135, 3.231, 0.795)  -0.647
C (2.403, -1.741, -1.817)  0.696
S (-0.669, 2.355, 3.248)  0.296
C (-0.414, -0.163, -0.225)  0.015
C (-0.923, 2.863, 1.576)  0.239
H (-2.240, 0.461, 0.749)  0.235
H (-1.871, -2.656, 3.902)  0.172
N (-2.159, 2.844, 1.222)  -0.314
H (-0.682, 2.512, -2.356)  0.244
C (2.028, -1.654, -5.567)  -0.227
O (1.225, 3.707, -1.090)  -0.594
C (-3.132, 1.668, 4.463)  -0.291
O (2.927, -2.543, -1.076)  -0.551
C (-2.722, -2.526, 3.225)  -0.250
H (5.389, -2.015, -5.341)  0.232
C (1.067, 0.385, -1.846)  0.222
H (0.914, 3.673, 1.269)  0.420
C (3.352, -1.790, -5.960)  -0.025
H (2.920, 0.789, -2.828)  0.228
N (-2.986, 2.440, 2.175)  -0.262
H (0.690, -1.509, -3.910)  0.230
H (-2.867, -3.443, 2.645)  0.178
H (-1.747, 2.638, 5.908)  0.218
C (-0.564, -2.410, 1.390)  -0.311
C (1.720, -1.599, -4.221)  -0.172
C (4.050, -1.859, -3.676)  -0.104
C (-2.422, 2.140, 3.288)  0.098
H (-1.514, 0.276, 5.078)  0.220
C (1.888, 1.129, -2.841)  -0.677
C (-0.029, 0.845, -1.174)  -0.095
C (4.367, -1.896, -5.020)  -0.249
H (1.870, 2.188, -2.594)  0.267
H (-3.139, -0.134, 5.764)  0.223
C (-2.636, 2.027, 5.842)  -0.401
C (-0.645, 2.209, -1.309)  -0.541

---

C24H21FMnN4O8 | ωB97M-V/def2-TZVPD

Results
Spin multiplicity: 5
LUMO energy (alpha / beta) (eV): -3.831 / -3.832
Molar mass (g/mol): 567.388
Net charge: +1
ΔE to the lowest compared entry with this formula, charge and spin (kJ/mol): 170.1
HOMO (alpha / beta) (eV): -11.37 / -11.36
E (Ha): -2998.74821

Each line ends with the natural charge from an NBO analysis.
CARTESIAN COORDINATES (ANGSTROEM)
C (-19.150, -1.355, -12.708)  -0.241
H (-19.450, -4.565, -11.518)  0.240
C (-7.398, -4.690, -14.797)  0.153
C (-6.947, -6.932, -15.244)  0.387
C (-15.116, -1.892, -11.349)  -0.274
H (-6.915, -5.407, -16.774)  0.258
C (-12.881, -2.705, -11.693)  -0.052
H (-17.850, -1.870, -14.357)  0.208
O (-8.573, -2.391, -10.895)  -0.787
H (-19.097, -2.355, -10.858)  0.451
H (-6.979, -8.308, -13.513)  0.275
N (-19.585, -2.465, -11.774)  -0.495
C (-13.755, -1.881, -10.987)  0.160
C (-17.822, -3.967, -12.785)  -0.218
O (-9.166, -0.744, -9.417)  -0.612
H (-17.064, -0.746, -13.146)  0.254
C (-7.501, -6.290, -13.035)  0.150
C (-7.672, -3.219, -14.995)  0.734
N (-13.205, -0.815, -10.208)  -0.344
C (-7.753, -6.488, -11.552)  0.744
H (-14.686, 1.529, -10.598)  0.241
N (-17.047, -2.796, -12.652)  -0.498
C (-13.434, -3.739, -12.540)  -0.211
H (-19.162, -0.435, -12.078)  0.231
C (-11.901, -0.906, -9.901)  0.176
H (-20.621, -2.390, -11.673)  0.455
H (-12.888, 1.501, -8.787)  0.246
C (-10.941, -1.680, -10.631)  -0.289
F (-15.342, -4.657, -13.734)  -0.348
O (-8.190, -2.658, -13.914)  -0.738
O (-7.605, -2.616, -16.068)  -0.563
C (-17.739, -1.650, -13.269)  -0.239
C (-14.895, 1.021, -9.647)  -0.427
C (-7.171, -7.313, -13.917)  -0.258
H (-15.961, 1.010, -9.273)  0.219
N (-7.695, -5.044, -13.520)  -0.519
O (-10.744, -3.593, -12.227)  -0.747
C (-14.155, -0.259, -9.319)  -0.083
H (-14.675, -1.029, -8.722)  0.217
C (-14.746, -3.654, -12.921)  0.349
H (-17.883, -4.283, -13.852)  0.206
C (-19.295, -3.788, -12.321)  -0.250
H (-6.105, -7.718, -16.832)  0.495
H (-11.464, -0.267, -9.116)  0.270
O (-6.432, -7.966, -15.962)  -0.640
C (-13.857, 1.054, -8.600)  -0.409
C (-15.699, -2.743, -12.293)  0.200
H (-19.913, -3.993, -13.112)  0.226
H (-12.789, -4.425, -13.071)  0.278
H (-17.451, -4.897, -12.189)  0.251
H (-19.835, -1.155, -13.496)  0.242
H (-14.287, 0.992, -7.552)  0.240
C (-9.462, -1.582, -10.282)  0.798
O (-7.483, -7.497, -10.944)  -0.561
H (-15.788, -1.195, -10.861)  0.223
C (-11.444, -2.694, -11.535)  0.496
O (-8.187, -5.350, -11.072)  -0.754
Mn (-8.588, -3.775, -12.316)  1.769
C (-7.028, -5.613, -15.735)  -0.286